Record 1
This record from the OMol25 dataset describes 5 unconnected molecules or ions with the total composition C2H12O4. The level of theory is the ωB97M-V functional and the def2-TZVPD basis.

Geometry as ORCA input:
```
! RIJCOSX wB97M-V def2-TZVPD def2/J DEFGRID3
* xyz 0 1
C -1.6073 -0.4909 -1.6977
C -2.0057 -0.2037 -0.4411
H -2.2296 -0.1929 -2.5754
H -0.6750 -1.0816 -1.9023
H -1.4135 -0.4613 0.4205
H -2.9691 0.3587 -0.2898
H 0.8711 1.7229 0.6567
H 0.1597 2.2950 1.9003
O 0.8130 1.7084 1.6431
H 0.8984 -1.2878 2.7433
H 0.5534 -0.0700 1.9835
O 0.4698 -0.9832 1.9360
H 1.1687 -1.3014 0.2410
H 2.3652 -1.5874 -0.5899
O 1.4340 -1.3579 -0.6135
H 1.2259 0.3507 -1.0140
H 0.0184 1.2623 -1.3569
O 0.9225 1.3199 -1.0439
*
```

Values from the calculation:
* DFT total energy: -10458.174 eV
* E_LUMO: 0.7 eV
* frontier orbital gap: 10.83 eV
* structure (SMILES): C=C.O.O.O.O

---

Record 2
This record from the OMol25 dataset describes a molecular structure, C32H90AsF9N7O9. The level of theory is the ωB97M-V functional and the def2-TZVPD basis.

Geometry as ORCA input:
```
! RIJCOSX wB97M-V def2-TZVPD def2/J DEFGRID3
* xyz 5 1
C 0.7926 -3.1743 -4.2760
C -0.4724 -2.9422 -5.0472
C -0.4233 -1.9645 -6.2174
O -1.7405 -1.6075 -6.5194
C -1.8408 -0.4057 -7.2896
N -1.0455 -4.2534 -5.5659
H -2.0055 -4.2200 -5.9309
H -0.6121 -4.5349 -6.4597
H -0.8912 -5.0671 -4.9680
H 0.6368 -3.6135 -3.2901
H 1.2655 -2.2286 -4.0016
H 1.6108 -3.7006 -4.7759
H -1.2690 -2.5731 -4.4017
H 0.0627 -2.4140 -7.0953
H 0.1138 -1.0931 -5.8268
H -2.8566 -0.3101 -7.6664
H -1.1008 -0.4787 -8.0846
H -1.7439 0.4890 -6.6676
C -7.7665 -3.9473 1.3074
C -7.7194 -2.8167 2.3222
C -6.3696 -2.1442 2.5429
O -5.8970 -1.4401 1.4215
C -4.5734 -0.9324 1.5928
N -8.7911 -1.7775 2.0217
H -9.1693 -1.3196 2.8553
H -8.3916 -1.0443 1.4309
H -9.5965 -2.2356 1.5884
H -8.7810 -4.3330 1.2298
H -7.0711 -4.7236 1.6181
H -7.3822 -3.5827 0.3530
H -7.9636 -3.1852 3.3203
H -5.6486 -2.9099 2.8497
H -6.4633 -1.4683 3.4058
H -3.8628 -1.6301 1.1532
H -4.3737 -0.6692 2.6365
H -4.4963 0.0408 1.1060
C -0.6674 -4.9176 6.5988
C -1.1350 -5.1451 5.1701
C -0.6272 -4.1437 4.1667
O -0.8560 -4.6140 2.8453
C -0.4430 -3.6773 1.8647
N -0.6789 -6.5254 4.7658
H -1.1599 -6.9136 3.9525
H 0.3292 -6.5572 4.5836
H -0.8195 -7.1635 5.5552
H 0.4294 -4.9051 6.6499
H -0.9732 -5.7305 7.2599
H -0.9100 -3.9743 7.0838
H -2.2245 -5.1831 5.1928
H 0.4473 -3.9501 4.2788
H -1.1412 -3.1819 4.2594
H -0.6010 -4.1138 0.8762
H 0.6439 -3.5730 1.8712
H -1.0020 -2.7404 1.8780
C 5.2754 -3.0497 -8.0496
C 4.4204 -2.0300 -7.3024
C 4.7500 -1.9553 -5.8215
O 4.1290 -0.7960 -5.3172
C 4.0108 -0.7931 -3.8915
N 4.7239 -0.6780 -7.9215
H 4.1917 -0.0002 -7.3641
H 5.7254 -0.4779 -7.8716
H 4.4395 -0.6119 -8.9000
H 6.3203 -2.7275 -7.9370
H 5.1069 -3.1079 -9.1237
H 5.3418 -4.0551 -7.6360
H 3.3525 -2.1928 -7.4413
H 5.8330 -1.9077 -5.6728
H 4.3602 -2.8867 -5.3991
H 3.7567 0.1849 -3.5023
H 4.9620 -1.1207 -3.4583
H 3.3010 -1.5592 -3.5719
C -1.8650 3.0479 5.4586
C -0.5080 2.4157 5.1160
C -0.1976 2.3605 3.6310
O 0.2662 3.6036 3.2185
C 0.7225 3.5887 1.8910
N 0.5846 3.2403 5.8120
H 0.4833 4.2025 5.4894
H 0.4911 3.1928 6.8227
H 1.5092 2.8803 5.4925
H -1.7790 4.1343 5.4974
H -2.2277 2.7044 6.4270
H -2.5979 2.7665 4.7052
H -0.3775 1.5081 5.7044
H -1.1237 2.0332 3.1348
H 0.5182 1.5513 3.4352
H 1.1180 4.5670 1.6192
H -0.0586 3.3646 1.1559
H 1.5396 2.8802 1.7155
C -5.9546 4.7490 -3.6697
C -5.9605 4.6569 -2.1545
C -5.1074 3.4988 -1.6504
O -3.7642 3.8896 -1.7136
C -2.8270 2.9122 -1.1828
N -5.5252 5.9409 -1.4786
H -6.2288 6.6600 -1.6555
H -5.5281 5.7973 -0.4638
H -4.5628 6.2396 -1.6591
H -4.9355 4.9518 -4.0254
H -6.4811 5.6218 -4.0529
H -6.1680 3.7597 -4.0594
H -6.9760 4.5229 -1.7762
H -5.3636 2.6322 -2.2740
H -5.3369 3.1864 -0.6206
H -2.4954 2.3741 -2.0683
H -3.1790 2.2626 -0.3854
H -1.9646 3.4928 -0.8657
C 6.8079 5.3430 1.1595
C 5.9914 4.0936 1.3902
C 5.0863 3.6408 0.2557
O 4.2301 2.6107 0.7016
C 3.6545 1.8667 -0.3822
N 6.8113 2.9272 1.8497
H 7.2576 3.1016 2.7494
H 6.2424 2.0747 1.8348
H 7.5391 2.6264 1.1893
H 7.6432 5.2399 0.4670
H 7.3374 5.4723 2.1181
H 6.2727 6.2852 1.1084
H 5.3389 4.2858 2.2463
H 5.6753 3.2999 -0.6120
H 4.5314 4.4874 -0.1653
H 3.3547 0.9414 0.1050
H 4.3396 1.7615 -1.2254
H 2.7445 2.3095 -0.7976
As 0.0296 -0.5177 -1.1457
F 0.5843 -0.3120 0.4869
F 0.7768 -2.0806 -1.2002
F -0.5409 -0.6333 -2.8014
F -0.6334 1.1265 -1.0637
F 1.4761 0.1999 -1.8275
F -1.4517 -1.1572 -0.5190
C 3.8668 2.1665 4.4027
O 3.0552 0.9454 4.6033
O 3.5074 3.0459 5.2938
C 5.3578 1.7953 4.4878
F 5.6250 1.0919 5.5843
F 5.8375 1.0219 3.4398
F 6.1368 2.8959 4.4900
C 2.9286 0.1414 3.4603
C 2.0668 -1.0714 3.7581
H 1.0168 -0.8390 3.9642
H 2.1040 -1.8080 2.9576
H 2.4296 -1.5528 4.6730
H 3.8947 -0.1977 3.0714
H 2.4421 0.6980 2.6401
H 3.7179 2.4692 3.3391
*
```

Values from the calculation:
* DFT total energy: -148753.188 eV
* E_LUMO: -8.6 eV
* frontier orbital gap: 6.26 eV

---

Record 3
This record from the OMol25 dataset describes a gas-phase ion, C9H10N3O (charge +1). The level of theory is the ωB97M-V functional and the def2-TZVPD basis.

Geometry as ORCA input:
```
! RIJCOSX wB97M-V def2-TZVPD def2/J DEFGRID3
* xyz 1 3
C -3.3355 0.2397 -0.2861
C -2.5604 -0.5259 -1.1506
C -2.7800 0.7682 0.8726
C -1.2376 -0.7772 -0.8592
C -1.4575 0.5289 1.1728
C -0.6631 -0.2633 0.3186
C 2.9462 0.4196 -0.3329
C 2.9039 -1.0302 0.1063
C 0.7154 -0.4469 0.6510
N 1.2854 2.1258 0.0271
N 1.5018 -1.3669 0.1159
N 1.8550 1.0610 -0.2530
O 0.3848 2.6723 -0.5358
H -4.3712 0.4253 -0.5220
H -2.9915 -0.9123 -2.0601
H -3.3774 1.3742 1.5353
H -0.6509 -1.3611 -1.5541
H -1.0130 0.9360 2.0684
H 3.8477 0.8429 -0.7459
H 3.4591 -1.6721 -0.5788
H 3.3442 -1.1435 1.1058
H 1.0471 -0.0291 1.5970
H 1.1475 -1.8653 -0.6924
*
```

Values from the calculation:
* DFT total energy: -16000.427 eV
* E_LUMO (spin up / spin down): -4.3 / -5.9 eV
* frontier orbital gap (spin up / spin down): 7.13 / 7.45 eV

---

Record 4
This record from the OMol25 dataset describes 2 unconnected molecules or ions with the total composition CH6NOS. The level of theory is the ωB97M-V functional and the def2-TZVPD basis.

Geometry as ORCA input:
```
! RIJCOSX wB97M-V def2-TZVPD def2/J DEFGRID3
* xyz -1 1
S 2.0872 -0.0633 0.6069
H 2.8265 -1.1481 0.3883
N -0.9352 -0.7462 -1.1022
C -1.8080 0.2745 -0.6971
O -1.5798 0.8459 0.5998
H 0.0307 -0.5778 -1.3520
H -1.0291 -1.6211 -0.6172
H -1.8101 1.1661 -1.3495
H -2.8023 -0.2955 -0.6094
H -0.9151 0.2252 0.9454
*
```

Values from the calculation:
* DFT total energy: -15507.838 eV
* E_LUMO: 4.1 eV
* frontier orbital gap: 6.83 eV

---

Record 5
This record from the OMol25 dataset describes a molecular structure, C25H29CrN2OS4. The level of theory is the ωB97M-V functional and the def2-TZVPD basis.

Geometry as ORCA input:
```
! RIJCOSX wB97M-V def2-TZVPD def2/J DEFGRID3
* xyz 2 2
Cr -0.1280 -0.5245 0.5372
C -3.5140 -2.7108 0.3177
C -2.4480 -2.4047 1.3302
C -1.1033 -2.8085 1.1582
C -0.1801 -2.6446 2.2024
C -0.5868 -2.1233 3.4294
C -1.9001 -1.7328 3.5986
C -2.8044 -1.8232 2.5452
H -3.0984 -3.1315 -0.5902
H -4.0788 -1.8152 0.0591
H -4.2218 -3.4320 0.7316
H -0.8476 -3.4487 0.3250
H 0.8105 -3.0720 2.1083
H 0.1144 -2.0683 4.2522
H -2.2472 -1.3868 4.5634
H -3.8351 -1.5259 2.6994
C 1.9134 -2.9287 -1.4104
C 2.4832 -2.0305 -0.3713
N 1.8330 -1.1739 0.3934
C 2.6831 -0.5324 1.2869
C 3.9834 -0.8904 1.1782
S 4.1678 -2.0658 -0.0461
C 2.0668 0.3776 2.2345
C 2.6541 1.2008 3.1370
S 1.4556 2.0315 4.0297
C 0.2186 1.2357 3.1427
N 0.6842 0.3972 2.2478
C -1.2163 1.4876 3.4361
H 0.8306 -2.8723 -1.4193
H 2.2273 -3.9572 -1.2282
H 2.2867 -2.6523 -2.3983
H 4.8217 -0.5360 1.7556
H 3.7042 1.3703 3.3107
H -1.3963 2.5353 3.6752
H -1.5082 0.9085 4.3123
H -1.8419 1.1902 2.5978
O -0.6097 1.3889 0.2171
S -1.0473 2.4559 -0.8037
C 0.5351 3.0909 -1.4697
C 0.6899 4.5361 -1.0035
C 0.0408 4.6179 0.3748
C -1.3095 3.9295 0.2347
H 0.5231 2.9916 -2.5535
H 1.2895 2.4315 -1.0387
H 0.1857 5.2094 -1.6980
H 1.7426 4.8140 -0.9728
H -0.0853 5.6488 0.7024
H 0.6532 4.0962 1.1145
H -2.0349 4.5481 -0.2971
H -1.7489 3.5928 1.1721
S -0.9624 -1.1161 -1.4939
C -0.4285 -0.9165 -3.1516
C -1.0594 -1.6959 -4.1204
C -0.6740 -1.5803 -5.4449
C 0.3227 -0.6831 -5.8085
C 0.9593 0.0824 -4.8400
C 0.5905 -0.0330 -3.5109
H -1.8464 -2.3814 -3.8338
H -1.1507 -2.1949 -6.1963
H 0.6023 -0.5801 -6.8481
H 1.7530 0.7619 -5.1224
H 1.0869 0.5429 -2.7398
*
```

Values from the calculation:
* DFT total energy: -103171.627 eV
* E_LUMO (spin up / spin down): -7.3 / -7.4 eV
* frontier orbital gap (spin up / spin down): 6.37 / 6.16 eV

---

Record 6
This record from the OMol25 dataset describes 2 unconnected molecules or ions with the total composition CH4FN. The level of theory is the ωB97M-V functional and the def2-TZVPD basis.

Geometry as ORCA input:
```
! RIJCOSX wB97M-V def2-TZVPD def2/J DEFGRID3
* xyz 0 1
C -0.2243 -0.0261 0.6233
N 0.3428 0.2883 -0.6141
F -0.0295 0.9818 1.5989
H 0.1436 -1.0185 1.0916
H -1.7184 -0.0392 0.3146
H 1.3539 0.5451 -0.5924
H -0.1229 1.0699 -0.8988
*
```

Values from the calculation:
* DFT total energy: -5307.673 eV
* E_LUMO: 1.1 eV
* frontier orbital gap: 11.84 eV

---

Record 7
This record from the OMol25 dataset describes a molecular structure, C6H8O3S. The level of theory is the ωB97M-V functional and the def2-TZVPD basis.

Geometry as ORCA input:
```
! RIJCOSX wB97M-V def2-TZVPD def2/J DEFGRID3
* xyz 0 1
C -0.6489 -0.4067 2.0996
C -0.5049 -1.6219 1.5094
C -0.3047 0.5776 1.1195
C 0.0048 -0.1550 0.0238
C -0.3197 2.0536 1.2738
C 0.7876 -1.4092 -2.9280
O -0.1299 1.1089 -2.7824
O 2.1597 0.6889 -1.9719
O -0.1008 -1.4764 0.2290
S 0.8024 0.2409 -2.1161
H -0.9466 -0.2157 3.1093
H -0.6574 -2.6186 1.8689
H 0.0954 2.3352 2.2382
H 0.2595 2.5147 0.4799
H -1.3422 2.4271 1.2182
H -0.0278 -1.4119 -3.6409
H 1.7471 -1.5195 -3.4219
H 0.6509 -2.1747 -2.1741
*
```

Values from the calculation:
* DFT total energy: -23326.328 eV
* E_LUMO: 0.0 eV
* frontier orbital gap: 8.96 eV

---

Record 8
This record from the OMol25 dataset describes a molecular structure, C23H18BrCl41O6. The level of theory is the ωB97M-V functional and the def2-TZVPD basis.

Geometry as ORCA input:
```
! RIJCOSX wB97M-V def2-TZVPD def2/J DEFGRID3
* xyz 0 1
C 2.2512 6.3108 -0.0730
C 0.7895 5.6808 0.0645
C 0.6390 4.2506 -0.6614
Br -0.5597 4.5808 -2.2499
C -0.1277 3.2053 0.2629
O -1.5571 2.9819 0.0284
C -1.8400 2.0262 1.0661
O -2.8973 1.9268 1.6541
O -0.6636 1.2457 1.3140
C 0.3276 1.6789 0.3160
C -0.0286 0.7006 -0.9043
C -0.7012 -0.6814 -0.4282
O -1.8330 -0.9883 -0.8416
O -0.0483 -1.6094 0.4122
C -0.8221 -1.9320 1.5694
C -1.9194 -3.0930 1.5975
O -0.6448 -1.3479 2.6351
C 1.8277 1.6361 0.8966
Cl 2.1224 0.1327 1.9272
C 2.9290 1.6428 -0.2713
C 4.1457 2.6155 0.1490
H 2.1511 7.3195 -0.6008
H 2.9647 5.6979 -0.7106
H 2.7015 6.5624 0.9440
H 0.0587 6.4406 -0.3651
H 0.5501 5.6133 1.1747
H 1.6057 3.8758 -1.0988
H -0.1180 3.5385 1.3579
H -0.7470 1.1856 -1.6372
H 0.8779 0.3968 -1.5218
H -1.7494 -3.8804 0.8075
H -1.7509 -3.6104 2.6017
H -2.9734 -2.6848 1.6336
H 1.9732 2.5611 1.5383
H 2.5066 1.9459 -1.2804
H 3.4105 0.6217 -0.4148
H 5.1470 2.2201 -0.2094
H 3.9577 3.6861 -0.1877
H 4.1850 2.6174 1.2832
C 0.8287 -6.2167 2.6761
Cl 1.5753 -7.4417 1.6316
Cl 1.2337 -4.5972 2.0694
Cl -0.9333 -6.4258 2.6665
Cl 1.4360 -6.4014 4.3322
C 5.3182 -3.7680 3.3824
Cl 5.9210 -4.7240 2.0139
Cl 4.0293 -2.6845 2.8240
Cl 4.6791 -4.8572 4.6280
Cl 6.6458 -2.8062 4.0630
C -1.3306 -5.7289 -2.3878
Cl -0.5826 -6.9575 -3.4292
Cl -0.9165 -4.1078 -2.9826
Cl -3.0913 -5.9350 -2.4059
Cl -0.7313 -5.9171 -0.7297
C -2.3992 1.2833 -4.6067
Cl -1.4778 -0.2422 -4.6225
Cl -1.5359 2.4945 -5.5755
Cl -4.0168 1.0258 -5.2786
Cl -2.5543 1.8481 -2.9375
C -3.8130 -2.6329 -7.6592
Cl -2.9069 -1.6590 -6.4808
Cl -4.4716 -4.0773 -6.8644
Cl -5.1440 -1.6643 -8.3268
Cl -2.7266 -3.1302 -8.9725
C -5.4497 -2.0033 -3.0291
Cl -5.4168 -1.6911 -4.7783
Cl -3.9376 -1.4230 -2.2846
Cl -6.8225 -1.1475 -2.3002
Cl -5.6212 -3.7470 -2.7447
C 3.9205 3.8637 4.2422
Cl 2.8926 4.3787 2.8862
Cl 4.0133 5.1699 5.4378
Cl 3.2207 2.4132 4.9899
Cl 5.5490 3.4937 3.6434
C 1.6358 -3.4412 -5.9210
Cl 0.3873 -2.2042 -5.6615
Cl 1.4859 -4.0978 -7.5625
Cl 3.2404 -2.7080 -5.7202
Cl 1.4273 -4.7481 -4.7424
C 4.0116 3.4167 9.5396
Cl 2.7580 4.6484 9.7869
Cl 3.8923 2.7763 7.8887
Cl 5.6124 4.1461 9.7766
Cl 3.7837 2.0980 10.7053
C -7.9692 0.2010 1.3960
Cl -9.0461 0.6906 0.0715
Cl -7.8242 1.5304 2.5624
Cl -8.6421 -1.2273 2.2074
Cl -6.3693 -0.1898 0.7409
*
```

Values from the calculation:
* DFT total energy: -619883.411 eV
* E_LUMO: -0.2 eV
* frontier orbital gap: 10.18 eV